1.
The following is a quantum chemistry calculation of C18H37AlBCl7FN3O13 as an isolated structure at a distorted geometry, from the Open Molecules 2025 dataset.

Element x y z (Å)
C (0.892, -0.497, -8.307)
C (0.760, -1.289, -7.006)
O (1.710, -0.856, -6.028)
C (1.255, -0.857, -4.715)
N (1.492, 0.473, -4.049)
C (1.751, 0.177, -2.621)
C (1.659, 1.394, -1.681)
C (0.938, 0.875, -0.400)
O (0.579, 1.940, 0.450)
C (0.218, 1.514, 1.737)
O (1.322, 1.795, 2.595)
C (1.523, 0.864, 3.625)
C (2.982, 0.378, 3.547)
O (3.217, -0.380, 4.691)
B (3.046, 2.003, -1.195)
O (4.237, 1.297, -1.238)
O (3.089, 3.275, -0.655)
C (0.751, 2.422, -2.329)
N (-0.298, 1.670, -3.109)
C (0.343, 1.223, -4.209)
N (-0.025, 1.436, -5.437)
Cl (-1.456, 2.310, -5.803)
H (0.383, 0.467, -8.224)
H (0.323, -1.061, -9.045)
H (1.924, -0.405, -8.630)
H (-0.284, -1.195, -6.684)
H (0.904, -2.345, -7.234)
H (1.871, -1.561, -4.154)
H (0.225, -1.198, -4.591)
H (1.083, -0.623, -2.282)
H (2.758, -0.226, -2.522)
H (0.048, 0.328, -0.733)
H (1.604, 0.134, 0.068)
H (-0.634, 2.126, 2.034)
H (-0.012, 0.448, 1.685)
H (0.888, -0.020, 3.560)
H (1.384, 1.382, 4.602)
H (3.628, 1.259, 3.490)
H (3.134, -0.161, 2.609)
H (3.963, 0.012, 5.170)
H (4.404, 0.947, -0.349)
H (3.034, 3.963, -1.333)
H (0.318, 3.142, -1.644)
H (1.319, 3.000, -3.067)
H (-1.026, 2.352, -3.310)
H (0.520, 1.093, -6.224)
F (1.378, -0.645, 5.989)
Al (0.741, 2.680, 6.017)
C (-3.670, 4.925, -6.080)
O (-3.933, 5.702, -7.007)
O (-4.538, 4.928, -5.044)
O (-2.686, 4.160, -6.028)
H (-5.170, 5.602, -5.366)
C (-1.467, -4.255, -5.559)
Cl (-1.217, -5.004, -7.137)
Cl (0.085, -3.852, -4.786)
H (-2.034, -3.340, -5.691)
H (-2.003, -4.940, -4.917)
C (-2.490, -2.819, 10.927)
O (-1.320, -3.391, 10.330)
C (-0.725, -2.624, 9.432)
O (-1.071, -1.525, 9.084)
O (0.348, -3.289, 8.965)
C (1.100, -2.596, 7.989)
H (-2.871, -3.547, 11.636)
H (-2.239, -1.902, 11.459)
H (-3.250, -2.626, 10.172)
H (1.491, -1.667, 8.394)
H (0.487, -2.387, 7.093)
H (1.930, -3.235, 7.696)
C (-2.665, -6.192, -1.875)
O (-1.987, -5.455, -2.896)
H (-3.724, -5.958, -1.938)
H (-2.527, -7.264, -2.024)
H (-2.293, -5.907, -0.889)
H (-1.049, -5.666, -2.837)
C (-2.880, 5.821, 6.774)
Cl (-2.547, 4.959, 8.281)
Cl (-2.126, 4.934, 5.421)
Cl (-4.615, 5.909, 6.506)
Cl (-2.199, 7.443, 6.851)

The HOMO-LUMO gap is 1.001 eV. The value obtained for the lowest unoccupied orbital energy is -12.0511 eV. Its net charge is +2.

Let us look at the Mulliken charges, expressed in e, one per atom: atom 1 (C): -1.279, atom 2 (C): -0.283, atom 3 (O): -0.461, atom 4 (C): -1.141, atom 5 (N): 0.114, atom 6 (C): -1.673, atom 7 (C): 1.862, atom 8 (C): -1.695, atom 9 (O): -0.313, atom 10 (C): -0.580, atom 11 (O): -0.298, atom 12 (C): 0.609, atom 13 (C): -0.605, atom 14 (O): -0.324, atom 15 (B): 0.653, atom 16 (O): -0.511, atom 17 (O): -0.596, atom 18 (C): -1.530, atom 19 (N): -0.218, atom 20 (C): 0.356, atom 21 (N): -0.114, atom 22 (Cl): 0.180, atom 23 (H): 0.302, atom 24 (H): 0.411, atom 25 (H): 0.313, atom 26 (H): 0.338, atom 27 (H): 0.492, atom 28 (H): 0.657, atom 29 (H): 0.639, atom 30 (H): 0.616, atom 31 (H): 0.569, atom 32 (H): 0.596, atom 33 (H): 0.507, atom 34 (H): 0.299, atom 35 (H): 0.486, atom 36 (H): 0.516, atom 37 (H): -0.441, atom 38 (H): 0.405, atom 39 (H): 0.179, atom 40 (H): 0.356, atom 41 (H): 0.307, atom 42 (H): 0.313, atom 43 (H): 0.564, atom 44 (H): 0.436, atom 45 (H): 0.456, atom 46 (H): 0.193, atom 47 (F): -0.427, atom 48 (Al): 0.673, atom 49 (C): 0.699, atom 50 (O): -0.339, atom 51 (O): -0.401, atom 52 (O): -0.490, atom 53 (H): 0.355, atom 54 (C): -0.085, atom 55 (Cl): -0.155, atom 56 (Cl): -0.159, atom 57 (H): 0.215, atom 58 (H): 0.261, atom 59 (C): -0.626, atom 60 (O): -0.309, atom 61 (C): 0.777, atom 62 (O): -0.521, atom 63 (O): -0.277, atom 64 (C): -0.545, atom 65 (H): 0.226, atom 66 (H): 0.301, atom 67 (H): 0.298, atom 68 (H): 0.289, atom 69 (H): 0.278, atom 70 (H): 0.303, atom 71 (C): -0.593, atom 72 (O): -0.443, atom 73 (H): 0.231, atom 74 (H): 0.277, atom 75 (H): 0.230, atom 76 (H): 0.280, atom 77 (C): 0.357, atom 78 (Cl): -0.095, atom 79 (Cl): -0.128, atom 80 (Cl): -0.062, atom 81 (Cl): -0.058


2.
The following is a quantum chemistry calculation of C18H37Br3O13S3 as an isolated structure at a distorted geometry, from the Open Molecules 2025 dataset.

Element x y z (Å)
O (-1.961, -1.264, 0.266)
C (-3.072, -1.582, 0.693)
O (-3.849, -0.697, 1.245)
C (-5.058, -1.214, 1.778)
C (-4.736, -2.676, 1.831)
C (-3.733, -2.896, 0.739)
H (-5.888, -1.018, 1.100)
H (-5.287, -0.818, 2.767)
H (-5.654, -3.233, 1.648)
H (-4.458, -2.907, 2.859)
H (-4.201, -2.914, -0.245)
H (-2.993, -3.696, 0.732)
O (0.873, -0.764, 5.934)
C (1.529, -0.884, 4.925)
O (1.406, 0.003, 3.959)
C (2.364, -0.203, 2.884)
C (2.755, -1.701, 3.112)
C (2.666, -1.898, 4.622)
H (3.246, 0.426, 3.011)
H (1.863, -0.011, 1.936)
H (3.713, -1.951, 2.656)
H (1.990, -2.355, 2.696)
H (3.516, -1.461, 5.148)
H (2.533, -2.917, 4.985)
O (4.323, 5.715, -2.226)
S (4.835, 5.330, -0.898)
O (6.093, 5.908, -0.366)
O (3.586, 5.453, 0.179)
C (3.984, 5.201, 1.551)
C (2.720, 4.887, 2.502)
C (5.045, 3.480, -1.006)
H (4.420, 6.151, 1.861)
H (4.742, 4.443, 1.747)
H (2.254, 3.986, 2.102)
H (1.947, 5.654, 2.463)
H (3.061, 4.842, 3.536)
H (4.107, 3.100, -0.601)
H (5.875, 3.256, -0.336)
H (5.196, 3.225, -2.055)
O (-0.741, -4.523, -0.297)
S (0.478, -3.799, -0.706)
O (1.132, -2.830, 0.148)
O (1.622, -4.829, -1.242)
C (2.971, -4.356, -1.475)
C (3.788, -5.579, -1.738)
C (0.099, -3.034, -2.420)
H (3.419, -3.953, -0.567)
H (2.960, -3.640, -2.296)
H (3.732, -6.394, -1.016)
H (4.827, -5.277, -1.862)
H (3.510, -5.791, -2.771)
H (-0.090, -3.848, -3.120)
H (0.910, -2.345, -2.656)
H (-0.864, -2.527, -2.488)
O (-3.277, 3.082, -0.629)
S (-4.177, 2.085, -1.250)
O (-5.203, 1.362, -0.508)
O (-4.895, 2.782, -2.557)
C (-5.665, 1.912, -3.409)
C (-7.026, 2.560, -3.706)
C (-2.978, 0.953, -2.071)
H (-5.818, 0.926, -2.972)
H (-5.142, 1.644, -4.328)
H (-6.841, 3.562, -4.094)
H (-7.621, 2.644, -2.797)
H (-7.617, 2.053, -4.468)
H (-2.492, 1.352, -2.962)
H (-3.541, 0.066, -2.359)
H (-2.171, 0.694, -1.385)
C (1.306, 0.553, -1.045)
Br (1.397, 2.433, -0.488)
Br (3.079, -0.445, -0.935)
Br (0.647, 0.402, -2.851)
H (0.531, 0.109, -0.420)

The HOMO-LUMO gap is 9.123 eV. The value obtained for the lowest unoccupied orbital energy is -0.7322 eV.

Let us look at the Mulliken charges, expressed in e, one per atom: atom 1 (O): -0.565, atom 2 (C): 0.400, atom 3 (O): -0.263, atom 4 (C): -0.369, atom 5 (C): -0.575, atom 6 (C): -0.211, atom 7 (H): 0.211, atom 8 (H): 0.326, atom 9 (H): 0.297, atom 10 (H): 0.285, atom 11 (H): 0.210, atom 12 (H): 0.275, atom 13 (O): -0.624, atom 14 (C): 0.456, atom 15 (O): -0.312, atom 16 (C): 0.116, atom 17 (C): -0.272, atom 18 (C): -0.467, atom 19 (H): 0.219, atom 20 (H): -0.120, atom 21 (H): 0.422, atom 22 (H): 0.041, atom 23 (H): 0.252, atom 24 (H): 0.327, atom 25 (O): -0.614, atom 26 (S): 1.159, atom 27 (O): -0.605, atom 28 (O): -0.282, atom 29 (C): -0.279, atom 30 (C): -0.996, atom 31 (C): -0.639, atom 32 (H): 0.365, atom 33 (H): 0.342, atom 34 (H): 0.136, atom 35 (H): 0.324, atom 36 (H): 0.368, atom 37 (H): -0.020, atom 38 (H): 0.336, atom 39 (H): 0.401, atom 40 (O): -0.613, atom 41 (S): 0.947, atom 42 (O): -0.397, atom 43 (O): -0.247, atom 44 (C): 0.189, atom 45 (C): -1.432, atom 46 (C): -0.765, atom 47 (H): 0.152, atom 48 (H): 0.293, atom 49 (H): 0.326, atom 50 (H): 0.398, atom 51 (H): 0.349, atom 52 (H): 0.408, atom 53 (H): 0.140, atom 54 (H): 0.241, atom 55 (O): -0.625, atom 56 (S): 1.141, atom 57 (O): -0.543, atom 58 (O): -0.330, atom 59 (C): -0.141, atom 60 (C): -1.284, atom 61 (C): -0.806, atom 62 (H): 0.331, atom 63 (H): 0.325, atom 64 (H): 0.306, atom 65 (H): 0.292, atom 66 (H): 0.383, atom 67 (H): 0.510, atom 68 (H): 0.370, atom 69 (H): 0.054, atom 70 (C): 0.059, atom 71 (Br): -0.016, atom 72 (Br): -0.069, atom 73 (Br): -0.106, atom 74 (H): 0.105


3.
The following is a quantum chemistry calculation of C18H37CuNO6S2 as an isolated structure at a distorted geometry, from the Open Molecules 2025 dataset.

Element x y z (Å)
Cu (-0.514, -0.715, 1.380)
C (3.557, -2.037, 2.770)
C (2.328, -1.261, 2.248)
C (2.798, 0.048, 1.556)
C (3.588, -0.273, 0.278)
C (2.707, -1.155, -0.631)
C (2.106, -2.408, 0.025)
N (1.523, -1.983, 1.277)
O (0.461, -2.768, 1.766)
C (3.132, -3.569, 0.074)
C (1.007, -2.838, -0.945)
C (1.519, -0.795, 3.464)
H (4.358, -2.129, 2.043)
H (3.190, -3.025, 3.062)
H (3.972, -1.584, 3.675)
H (3.386, 0.585, 2.308)
H (1.908, 0.602, 1.244)
H (4.563, -0.692, 0.522)
H (3.676, 0.716, -0.188)
H (3.333, -1.295, -1.524)
H (1.912, -0.515, -1.028)
H (3.246, -3.994, -0.932)
H (2.738, -4.426, 0.621)
H (4.122, -3.232, 0.370)
H (0.182, -2.124, -0.960)
H (0.549, -3.789, -0.666)
H (1.409, -2.951, -1.957)
H (1.084, -1.704, 3.887)
H (0.687, -0.126, 3.216)
H (2.179, -0.331, 4.196)
C (-2.769, 1.439, 2.691)
O (-1.706, 0.567, 2.672)
H (-3.287, 1.460, 3.667)
H (-2.466, 2.478, 2.445)
H (-3.525, 1.146, 1.935)
C (-0.111, 4.488, 0.293)
C (0.653, 3.300, -0.260)
C (-0.452, 2.242, -0.439)
S (-1.855, 3.121, -1.153)
O (-2.991, 2.913, -0.289)
O (-1.907, 2.801, -2.562)
C (-1.194, 4.789, -0.748)
H (0.555, 5.350, 0.364)
H (-0.611, 4.272, 1.238)
H (1.341, 2.814, 0.432)
H (1.183, 3.577, -1.173)
H (-0.688, 1.909, 0.575)
H (-0.192, 1.370, -1.036)
H (-1.989, 5.507, -0.578)
H (-0.673, 5.089, -1.665)
C (-2.558, -0.277, -3.525)
C (-3.902, 0.258, -3.009)
C (-4.193, -0.276, -1.605)
S (-2.994, -1.604, -1.299)
O (-3.659, -2.852, -1.034)
O (-1.941, -1.121, -0.445)
C (-2.331, -1.677, -2.992)
H (-1.721, 0.388, -3.295)
H (-2.535, -0.201, -4.616)
H (-4.685, -0.020, -3.716)
H (-3.899, 1.347, -3.020)
H (-5.157, -0.775, -1.683)
H (-4.149, 0.390, -0.746)
H (-2.963, -2.340, -3.588)
H (-1.333, -2.107, -2.986)

The HOMO-LUMO gap is 4.790 eV. The value obtained for the lowest unoccupied orbital energy is 2.3098 eV. Its net charge is -1.

Let us look at the Mulliken charges, expressed in e, one per atom: atom 1 (Cu): 0.315, atom 2 (C): -2.026, atom 3 (C): 1.553, atom 4 (C): -0.341, atom 5 (C): -0.727, atom 6 (C): -0.949, atom 7 (C): 1.492, atom 8 (N): 1.193, atom 9 (O): -0.841, atom 10 (C): -2.131, atom 11 (C): -1.590, atom 12 (C): -2.059, atom 13 (H): 0.258, atom 14 (H): 0.375, atom 15 (H): 0.471, atom 16 (H): 0.519, atom 17 (H): -0.541, atom 18 (H): 0.368, atom 19 (H): 0.483, atom 20 (H): 0.360, atom 21 (H): 0.088, atom 22 (H): 0.484, atom 23 (H): 0.407, atom 24 (H): 0.322, atom 25 (H): -0.220, atom 26 (H): 0.477, atom 27 (H): 0.512, atom 28 (H): 0.447, atom 29 (H): 0.449, atom 30 (H): 0.483, atom 31 (C): -0.583, atom 32 (O): -0.649, atom 33 (H): 0.282, atom 34 (H): 0.089, atom 35 (H): 0.070, atom 36 (C): -0.551, atom 37 (C): -0.485, atom 38 (C): -0.035, atom 39 (S): 1.237, atom 40 (O): -0.634, atom 41 (O): -0.768, atom 42 (C): -0.904, atom 43 (H): 0.389, atom 44 (H): 0.279, atom 45 (H): 0.195, atom 46 (H): 0.343, atom 47 (H): -0.066, atom 48 (H): 0.141, atom 49 (H): 0.431, atom 50 (H): 0.362, atom 51 (C): -0.464, atom 52 (C): -0.652, atom 53 (C): -0.519, atom 54 (S): 1.120, atom 55 (O): -0.770, atom 56 (O): -0.292, atom 57 (C): -0.712, atom 58 (H): 0.121, atom 59 (H): 0.470, atom 60 (H): 0.389, atom 61 (H): 0.316, atom 62 (H): 0.359, atom 63 (H): 0.160, atom 64 (H): 0.305, atom 65 (H): 0.397


> lowest unoccupied orbital energy of number 2 (C18H37Br3O13S3)?

-0.7322 eV